CH5N3O2 | wB97M-V/def2-TZVPD

Each atom is followed by the atoms it is bonded to, with distances in Å.
Geometry (Å):
1 C 0.24105 0.33683 0.01481  N7 1.314, N8 1.271, N9 1.465
2 H 2.40317 0.03112 -0.32410  O10 0.966
3 H 0.48449 -1.80606 0.31758  N7 1.018
4 H 0.26657 2.20193 -0.29601  N8 0.995
5 H -1.50297 0.67492 0.99334  N9 1.001
6 H -2.70136 -0.69011 -0.49412  O11 1.015
7 N 0.77400 -0.86258 0.06815  C1 1.314, H3 1.018, O10 1.378
8 N 0.87022 1.43360 -0.10995  C1 1.271, H4 0.995
9 N -1.21861 0.44942 0.06081  C1 1.465, H5 1.001, O11 1.482
10 O 2.14660 -0.86056 -0.05700  H2 0.966, N7 1.378
11 O -1.76315 -0.90849 -0.17352  H6 1.015, N9 1.482

Properties
relative energy (zero: lowest compared OMol25 entry of this formula, charge and spin): 280.0 kJ/mol
strongest force on any atom: 0.077 hartree/bohr
LUMO: 0.0243 hartree
frontier orbital gap: 9.49 eV
HOMO: -8.83 eV


CH5N3O2 | wB97M-V/def2-TZVPD

Each atom is followed by the atoms it is bonded to, with distances in Å.
Geometry (Å):
1 C -1.51787 0.27503 0.71388  N3 1.247, H7 1.097, H8 1.096
2 N -0.87608 -0.41468 -1.30102  N3 1.343, H10 1.025, H11 1.077
3 N -1.26310 -0.68296 -0.04335  C1 1.247, N2 1.343
4 N 1.83354 0.02167 0.43665  O5 1.228, O6 1.173, H9 1.196
5 O 1.25989 0.16140 -0.63961  N4 1.228
6 O 1.71571 0.58257 1.45973  N4 1.173
7 H -1.87224 0.27285 1.75158  C1 1.097
8 H -1.33156 1.31877 0.43492  C1 1.096
9 H 2.68323 -0.81718 0.50818  N4 1.196
10 H -0.32277 0.43092 -1.47235  N2 1.025
11 H -0.30877 -1.14841 -1.84862  N2 1.077

Properties
relative energy (zero: lowest compared OMol25 entry of this formula, charge and spin): 465.2 kJ/mol
strongest force on any atom: 0.100 hartree/bohr
LUMO: 0.0009 hartree
frontier orbital gap: 8.65 eV
HOMO: -8.63 eV


- What is the HOMO in the first record?
  -8.83 eV